DFT (the ωB97M-V functional and the def2-TZVPD basis) results for a 24-piece molecular cluster, C74H179N15O33 overall.

The total charge is +8. The calculation puts the HOMO energy at -19.922 eV. Its HOMO-LUMO gap is 1.4601 eV. Its LUMO energy is -18.46 eV. As for the multiplicity: 1.

Each line ends with the Mulliken charge.
Positions of all 301 atoms, in Å:
C: -3.185 6.546 3.171  -1.018
C: -3.752 5.816 1.957  0.824
O: -4.914 5.588 1.778  -0.604
N: -2.773 5.335 1.121  0.082
H: -1.820 5.529 1.255  0.111
H: -3.857 3.248 1.125  -0.021
C: -3.116 5.322 -0.319  0.273
H: -2.106 6.624 3.221  0.230
H: -3.503 5.928 4.037  0.134
H: -3.536 7.564 3.287  0.362
H: -2.236 5.245 -1.016  -0.917
H: -3.698 6.227 -0.512  0.706
H: -3.764 4.498 -0.600  -0.113
C: -9.087 0.620 1.797  -1.009
C: -9.543 -0.157 0.614  0.606
O: -8.946 -0.665 -0.237  -0.399
N: -11.107 -0.299 0.526  -0.175
H: -11.450 0.613 0.307  0.339
H: -11.245 -0.953 -0.281  0.409
C: -11.751 -0.938 1.740  -0.870
H: -8.078 0.971 1.674  0.234
H: -9.124 0.039 2.747  0.395
H: -9.782 1.458 1.998  0.341
H: -12.780 -1.132 1.504  0.389
H: -11.684 -0.302 2.579  0.364
H: -11.279 -1.913 1.852  0.368
C: -4.051 3.802 7.442  -1.101
C: -4.972 4.897 7.236  0.596
O: -5.475 5.297 6.238  -0.436
N: -5.205 5.797 8.458  -0.202
H: -4.371 5.656 9.052  0.405
H: -5.375 6.793 8.247  0.408
C: -6.372 5.409 9.361  -0.824
H: -4.127 3.373 8.485  0.359
H: -3.002 4.153 7.443  0.384
H: -4.024 3.025 6.691  0.346
H: -7.292 5.563 8.806  0.346
H: -6.270 6.137 10.176  0.392
H: -6.223 4.370 9.632  0.332
C: -7.355 3.419 -0.960  -0.558
C: -6.971 3.624 -2.358  0.688
O: -6.625 2.679 -3.072  -0.487
N: -7.130 4.908 -2.948  -0.048
H: -7.467 5.671 -2.368  0.332
H: -3.895 5.590 -6.479  0.400
C: -7.630 4.979 -4.268  -0.888
H: -6.580 2.851 -0.412  -0.118
H: -8.169 2.670 -0.987  0.119
H: -7.727 4.247 -0.391  0.548
H: -8.622 4.518 -4.549  0.294
H: -6.850 4.565 -4.917  0.257
H: -7.561 6.059 -4.502  0.423
C: 3.265 5.253 -7.377  -1.274
C: 2.043 4.867 -6.650  0.674
O: 1.041 5.427 -6.753  -0.352
N: 2.209 3.744 -5.651  0.168
H: 3.055 3.260 -5.997  0.384
H: 2.586 3.925 -4.563  0.163
C: 1.079 2.740 -5.515  -0.722
H: 3.118 4.936 -8.417  0.340
H: 4.208 4.927 -6.957  0.379
H: 3.385 6.332 -7.444  0.380
H: 1.386 1.907 -6.126  0.443
H: 0.235 3.332 -5.694  0.486
H: 1.024 2.534 -4.474  -0.119
C: 5.760 4.927 1.920  -0.511
C: 6.302 5.164 3.304  0.478
O: 6.585 4.441 4.155  -0.382
N: 6.338 6.689 3.598  -0.130
H: 6.831 7.199 2.855  0.415
H: 5.364 6.878 3.539  0.324
C: 6.940 7.007 4.932  -0.794
H: 6.072 5.649 1.192  0.461
H: 4.687 5.021 1.926  0.037
H: 6.076 3.939 1.681  0.070
H: 6.269 6.699 5.718  0.315
H: 7.190 8.049 5.053  0.366
H: 7.872 6.465 5.036  0.352
C: 3.770 -6.334 -2.150  -1.228
C: 4.974 -6.556 -1.261  0.751
O: 5.233 -5.939 -0.322  -0.410
N: 5.859 -7.800 -1.587  -0.219
H: 5.198 -8.418 -2.076  0.396
H: 6.549 -7.599 -2.347  0.398
C: 6.470 -8.390 -0.349  -0.790
H: 3.892 -6.581 -3.221  0.477
H: 3.457 -5.324 -1.889  0.125
H: 2.937 -6.999 -1.895  0.454
H: 5.667 -8.867 0.181  0.324
H: 6.755 -7.498 0.151  0.385
H: 7.272 -9.038 -0.669  0.354
C: 1.825 0.888 6.752  -1.313
C: 1.555 1.534 5.401  0.581
O: 2.194 1.089 4.433  -0.450
N: 0.677 2.578 5.139  0.012
H: 2.306 -5.987 0.074  0.029
H: 0.011 2.854 5.852  0.186
C: 0.414 2.637 3.734  -0.042
H: 0.980 0.331 7.167  0.287
H: 2.048 1.647 7.483  0.402
H: 2.601 0.131 6.709  0.264
H: 1.293 2.989 3.172  -0.017
H: -0.411 3.374 3.570  0.167
H: 0.122 1.702 3.262  -0.098
C: -4.574 -5.621 -0.259  -1.493
C: -4.557 -6.315 -1.539  0.410
C: -3.549 -7.471 -1.588  -0.976
N: -3.519 -8.294 -2.804  0.065
C: -3.452 -7.416 -4.058  -0.936
C: -2.149 -6.714 -4.101  0.159
C: -0.923 -7.671 -4.212  -0.908
C: -1.024 -8.692 -3.026  -0.417
C: -2.378 -9.305 -2.814  -0.625
C: -4.824 -9.059 -2.863  -0.894
H: -4.870 -6.172 0.642  0.446
H: -5.151 -4.680 -0.333  0.407
H: -3.598 -5.128 0.006  0.167
H: -4.253 -5.638 -2.309  -0.047
H: -5.578 -6.697 -1.756  0.173
H: -3.710 -8.126 -0.754  0.646
H: -2.545 -7.087 -1.412  0.278
H: -4.218 -6.654 -4.066  0.490
H: -3.539 -8.046 -4.935  0.466
H: -2.038 -5.977 -3.294  -0.093
H: -2.221 -6.054 -4.978  0.382
H: 0.038 -7.190 -4.063  0.376
H: -0.966 -8.076 -5.240  0.373
H: -0.656 -8.130 -2.172  0.269
H: -0.297 -9.486 -3.293  0.403
H: -2.346 -9.857 -1.866  0.292
H: -2.607 -9.939 -3.680  0.406
H: -4.867 -9.712 -3.747  0.436
H: -5.615 -8.301 -2.847  0.396
H: -4.847 -9.585 -1.892  0.372
C: -2.693 -8.565 3.934  -1.443
C: -1.801 -7.386 4.368  -0.706
C: -1.801 -6.154 3.413  -0.684
N: -0.812 -5.095 3.577  1.378
C: -0.774 -4.486 4.988  -1.168
C: 0.354 -3.597 5.267  0.370
C: 1.677 -4.290 5.087  -1.145
C: 1.804 -4.842 3.665  -0.333
C: 0.575 -5.704 3.267  -0.495
C: -1.300 -4.007 2.621  -1.058
H: -3.732 -8.266 3.759  0.372
H: -2.709 -9.203 4.822  0.410
H: -2.333 -9.168 3.118  0.365
H: -0.796 -7.736 4.527  0.373
H: -2.070 -7.045 5.340  0.428
H: -2.819 -5.767 3.516  0.512
H: -1.625 -6.482 2.388  0.392
H: -0.774 -5.266 5.735  0.421
H: -1.733 -3.968 5.094  0.547
H: 0.346 -3.127 6.229  0.582
H: 0.438 -2.712 4.586  -0.438
H: 1.802 -5.149 5.777  0.376
H: 2.452 -3.560 5.366  0.422
H: 2.746 -5.347 3.429  0.491
H: 1.802 -3.987 3.007  0.054
H: 0.701 -6.574 3.924  0.315
H: 0.650 -5.992 2.187  -0.034
H: -0.791 -3.020 2.694  -0.131
H: -2.330 -3.885 2.859  0.538
H: -1.204 -4.291 1.562  0.098
C: 11.014 0.728 2.996  -1.361
C: 10.330 -0.134 1.958  -0.391
C: 9.199 -0.932 2.668  -0.602
N: 8.229 -1.813 1.812  0.358
C: 7.521 -2.741 2.710  -0.319
C: 6.579 -1.984 3.654  -0.830
C: 5.612 -1.087 2.996  -0.231
C: 6.235 -0.191 1.931  -0.207
C: 7.230 -0.994 1.061  -1.042
C: 9.034 -2.608 0.831  -0.984
H: 10.322 1.522 3.353  0.312
H: 11.891 1.201 2.552  0.417
H: 11.456 0.211 3.856  0.357
H: 11.112 -0.862 1.593  0.356
H: 9.947 0.393 1.085  0.257
H: 8.499 -0.267 3.173  0.322
H: 9.710 -1.579 3.399  0.483
H: 8.261 -3.410 3.231  0.509
H: 6.858 -3.359 2.067  0.249
H: 7.175 -1.352 4.337  0.323
H: 6.026 -2.726 4.301  0.426
H: 5.151 -0.394 3.693  0.305
H: 4.797 -1.694 2.541  0.008
H: 6.717 0.654 2.411  0.495
H: 5.437 0.256 1.345  -0.180
H: 7.806 -0.423 0.311  0.595
H: 6.651 -1.724 0.495  0.256
H: 9.696 -3.225 1.429  0.408
H: 9.610 -1.848 0.264  0.458
H: 8.389 -3.090 0.107  0.247
C: -0.217 5.279 -3.215  1.281
C: 0.688 6.473 -3.106  -0.103
C: -0.061 7.789 -2.746  -1.106
O: 0.898 8.615 -2.071  -0.449
C: 0.322 9.901 -1.897  -0.762
N: 1.753 6.229 -2.063  0.777
H: 2.381 5.490 -2.359  0.329
H: 2.220 7.140 -2.015  0.576
H: 1.356 5.839 -1.146  -0.319
H: 0.340 4.368 -2.964  0.002
H: -0.689 5.254 -4.208  0.055
H: -1.073 5.328 -2.500  -1.123
H: 1.163 6.616 -4.053  0.319
H: -0.904 7.540 -2.124  0.410
H: -0.417 8.317 -3.647  0.640
H: 0.873 10.439 -1.099  0.300
H: -0.749 9.796 -1.683  0.323
H: 0.350 10.447 -2.844  0.311
C: -3.135 -2.062 -2.942  -0.385
C: -3.043 -2.041 -4.475  0.443
C: -4.136 -1.175 -5.004  -0.774
O: -3.819 -0.680 -6.293  -0.397
C: -4.948 0.187 -6.770  -0.605
N: -1.799 -1.338 -4.900  0.509
H: -0.957 -1.742 -4.375  0.331
H: -1.632 -1.366 -5.909  0.501
H: -1.822 -0.413 -4.558  0.200
H: -3.125 -1.097 -2.478  -0.416
H: -2.407 -2.760 -2.532  0.218
H: -4.098 -2.495 -2.701  0.413
H: -3.119 -3.023 -4.985  0.328
H: -4.340 -0.451 -4.274  0.093
H: -5.065 -1.793 -4.971  0.513
H: -5.785 -0.363 -7.147  0.320
H: -4.476 0.720 -7.602  0.283
H: -5.247 0.869 -5.969  0.177
C: 4.780 -2.452 -4.805  -1.678
C: 4.895 -1.659 -3.506  0.431
C: 5.982 -0.572 -3.572  -0.603
O: 6.101 -0.117 -2.265  0.067
C: 6.689 1.159 -2.050  -0.592
N: 3.582 -1.014 -3.111  1.893
H: 3.654 -0.305 -2.375  -1.077
H: 3.202 -0.567 -3.953  0.421
H: 3.000 -1.780 -2.746  -0.461
H: 3.972 -3.199 -4.872  0.344
H: 5.741 -2.988 -4.954  0.427
H: 4.648 -1.741 -5.613  0.416
H: 5.079 -2.267 -2.669  0.199
H: 5.646 0.265 -4.243  0.039
H: 6.932 -0.888 -3.986  0.668
H: 6.571 1.391 -0.986  -0.028
H: 6.170 1.947 -2.580  0.187
H: 7.756 1.166 -2.283  0.394
C: -0.924 2.377 -0.347  -0.140
C: -0.240 1.140 -0.934  1.916
C: 1.046 0.790 -0.086  -1.866
O: 1.983 -0.003 -0.871  0.948
C: 3.079 -0.330 -0.025  -1.814
N: -1.144 0.073 -0.931  0.887
H: -0.778 -0.861 -1.046  -0.328
H: -1.825 0.073 -0.187  -0.014
H: -3.210 1.173 -2.030  -0.048
H: -0.276 3.277 -0.441  -0.228
H: -1.181 2.383 0.707  0.056
H: -1.786 2.781 -0.884  -0.226
H: 0.083 1.285 -1.969  -0.457
H: 0.658 0.166 0.728  0.470
H: 1.596 1.690 0.282  0.074
H: 3.621 0.598 0.213  0.382
H: 3.702 -1.067 -0.496  0.461
H: 2.666 -0.725 0.938  0.729
O: 0.207 -3.081 -1.116  0.231
C: 1.112 -2.813 -2.119  0.591
O: 0.616 -2.374 -3.172  -1.106
O: 2.360 -3.023 -1.726  -0.971
H: 0.720 -3.561 -0.469  -0.216
O: -2.799 -0.324 4.818  -0.485
C: -2.136 -0.853 3.747  0.627
O: -0.913 -0.732 3.748  -0.303
O: -2.839 -1.344 2.850  -0.826
H: -2.192 0.071 5.465  0.339
O: 3.483 2.598 -1.498  0.355
C: 3.483 2.788 -2.817  0.393
O: 2.825 3.774 -3.215  -0.936
O: 4.053 1.958 -3.497  -0.828
H: 3.296 3.404 -0.947  -0.067
O: 1.901 5.906 2.339  -0.592
C: 1.817 5.329 1.050  0.235
O: 0.669 5.460 0.452  -0.833
O: 2.806 4.697 0.705  -0.401
H: 1.013 6.287 2.472  0.302
O: -4.099 0.369 1.613  -0.453
C: -3.665 1.557 1.923  0.625
O: -2.966 1.853 2.855  -0.609
O: -4.174 2.317 0.978  -0.028
H: -3.595 -0.368 2.096  0.515
O: -2.334 7.145 -4.202  -0.579
C: -3.051 6.334 -4.818  0.622
O: -3.253 6.412 -6.118  -0.422
O: -3.809 5.696 -3.847  -0.203
H: -10.941 3.771 0.630  0.296
O: -3.449 2.837 -4.399  -0.803
C: -2.977 1.896 -3.765  1.153
O: -2.045 1.124 -3.954  -1.051
O: -3.664 1.676 -2.607  -0.641
H: -4.247 4.817 -3.888  0.203